(1)
25
Properties=species:S:1:pos:R:3:forces:R:3:nbo_charge:R:1 method="wB97M-V/def2-TZVPD" smiles="C#C[C@@H]1C[C@@H]1N.C=NNC(C)=O" homo_lumo_gap_ev=9.9645 de_lowest_kcal_mol=106.6 lumo_energy_ha=0.03423 largest_force_ha_per_bohr=0.04442 total_energy_ev=-15020.409 homo_ha=-0.33196 multiplicity=1
H -1.72552 -2.96713 -0.48163 -0.210 0.073 0.347 0.37
H 0.62350 -4.31251 -0.55674 -0.334 0.531 -0.341 0.19
H 0.64849 1.18179 3.32666 0.202 -0.342 -0.521 0.24
O 2.02908 1.78858 0.66743 1.013 -0.205 0.178 -0.57
H -0.90660 1.07212 -1.04931 -0.427 0.678 -0.050 0.23
N -1.28131 -3.47801 -1.22277 -0.120 -0.572 -0.112 -0.83
C 1.00070 1.71360 1.27164 -1.638 -0.291 0.215 0.71
H 0.31154 3.23670 0.17174 0.254 0.304 -0.405 0.36
H 0.84473 -0.27746 2.22332 0.066 0.685 -0.001 0.24
C -0.41132 0.15703 -0.97431 0.791 -2.096 0.446 -0.26
C 0.12973 -0.91961 -0.82704 -0.512 1.543 -0.771 0.01
N -0.00031 2.62539 0.90690 -0.038 1.468 -1.214 -0.47
H 1.86588 -3.30736 -2.52093 -0.347 0.087 0.034 0.21
H 0.30716 -2.49285 -3.07020 0.107 -0.027 0.408 0.24
H -0.58830 0.83322 2.14730 0.062 -0.643 0.362 0.26
H 1.73628 -2.23343 -0.26946 -0.117 0.239 -0.393 0.24
C 0.14341 -3.47346 -1.09810 0.504 -0.225 0.082 -0.04
C 0.87079 -2.14325 -0.92947 -0.301 -0.492 0.674 -0.33
N -1.30178 2.65247 1.20852 -0.624 -0.558 0.913 -0.23
C 0.48945 0.76185 2.31241 -0.171 0.044 0.437 -0.74
H -1.61564 -4.44142 -1.22387 -0.068 0.465 -0.006 0.37
H -3.18846 3.27775 1.06638 0.303 0.052 -0.323 0.19
C 0.89801 -2.88343 -2.24137 0.924 -0.319 -0.446 -0.40
C -2.18830 3.36818 0.63239 0.356 -0.296 0.243 -0.16
H -2.05667 4.03757 -0.22827 0.327 -0.102 0.246 0.16

---

(2)
25
Properties=species:S:1:pos:R:3:forces:R:3:nbo_charge:R:1 method="wB97M-V/def2-TZVPD" smiles="CC[N+]1(CC)C=Nc2cncn21" homo_lumo_gap_ev=9.2758 de_lowest_kcal_mol=121.2 lumo_energy_ha=-0.15020 charge=+1 largest_force_ha_per_bohr=0.09082 total_energy_ev=-14456.101 homo_ha=-0.49108 multiplicity=1
C 0.45968 2.36154 0.18492 1.642 1.388 -0.644 -0.65
H -0.43109 1.33956 -1.60602 1.716 -0.079 1.192 0.24
H -2.17609 -0.34846 3.56224 -0.348 -0.472 1.765 0.24
H 2.32241 -0.66813 -1.92169 -1.770 -1.911 -0.132 0.22
C 0.44451 1.22659 -0.84504 -0.182 1.720 -1.707 -0.24
H -0.65530 -1.20977 -1.82586 1.189 -0.280 1.072 0.24
H 0.38301 3.36396 -0.37027 -0.648 -1.550 0.850 0.27
N -1.12239 -0.02815 0.57563 1.909 0.210 -0.112 -0.23
H -3.06901 -0.45323 -0.41151 0.688 1.127 0.442 0.24
C 1.09106 -0.43975 1.03280 0.541 1.098 -1.633 0.25
N 0.52882 -0.28979 2.10740 -0.225 -0.172 2.196 -0.30
C -0.80754 -0.04690 1.98156 0.539 -0.850 -3.562 0.17
H -0.20149 2.19594 0.99811 -1.095 0.504 0.371 0.23
H 2.10494 -2.44606 -1.52542 -0.585 0.834 -0.493 0.24
C 1.54859 -1.58141 -1.98067 2.306 2.176 3.429 -0.62
H 1.45434 2.51820 0.67523 -0.501 -0.704 -0.494 0.23
H 2.13129 -0.62894 0.90541 0.558 -0.149 -0.612 0.24
N 0.19449 -0.13150 -0.25135 -0.882 0.223 3.544 -0.10
H 1.45883 1.41138 -1.33930 -1.454 -1.491 0.171 0.27
H 0.13255 -2.24198 -0.52598 -0.513 0.706 0.253 0.25
N -2.95712 -0.36053 1.66011 -2.276 0.515 -0.570 -0.39
C -1.98285 -0.33320 2.54489 0.674 0.979 1.710 0.00
H 1.41027 -1.77246 -2.99737 -0.768 -0.211 -1.464 0.25
C -2.49628 -0.11959 0.48143 0.292 -2.304 -2.200 0.21
C 0.23437 -1.31731 -1.10924 -0.805 -1.307 -3.372 -0.25

---

(3)
27
Properties=species:S:1:pos:R:3:forces:R:3:nbo_charge:R:1 method="wB97M-V/def2-TZVPD" homo_lumo_gap_ev=8.5199 de_lowest_kcal_mol=64.2 lumo_energy_ha=-0.17045 charge=+1 largest_force_ha_per_bohr=0.11221 total_energy_ev=-17438.684 homo_ha=-0.48355 multiplicity=1
N -0.17193 -2.42412 -0.15275 -0.292 -0.918 -0.471 -0.83
N -0.21926 0.62325 1.40468 0.734 -2.817 -0.675 -0.64
H -0.55417 -1.67740 1.77850 -3.213 -0.357 3.097 0.19
H -0.95948 0.34572 2.00277 -0.714 -0.054 0.437 0.43
C 0.41342 -0.28694 0.69753 0.432 2.265 0.912 0.47
C 0.08342 -1.67468 1.01790 5.585 -0.339 -1.407 -0.27
C -2.65256 1.17573 -0.11128 0.589 0.720 -0.661 -0.05
H 1.13622 -1.97309 1.51966 -2.207 0.124 -1.050 0.25
N 3.21897 1.27048 -1.02115 0.698 -0.172 -0.363 -0.15
C 1.57784 0.05349 -0.07175 0.142 1.199 -0.844 -0.06
H 1.69180 2.33584 -0.22121 0.777 -2.300 -0.261 0.43
C 2.49984 -0.82011 -0.62536 -0.529 -0.721 0.185 -0.20
H 2.38356 -1.90956 -0.71179 0.229 0.748 0.305 0.26
H 4.41642 -0.37814 -1.62158 -0.134 0.352 0.000 0.24
N -1.14427 0.29923 -1.35079 -0.299 -3.208 -1.005 -0.37
H 0.04054 2.11331 -1.62237 -0.335 -0.747 -0.883 0.23
H -1.95486 3.30790 -0.23495 0.631 -1.877 -0.736 0.26
H -0.07145 -3.39922 0.05021 0.454 -0.678 -0.014 0.38
N 2.06905 1.35198 -0.41782 -1.530 0.282 1.516 -0.31
H -1.15095 -2.36426 -0.35976 -0.705 0.407 -0.351 0.38
N -2.26774 0.04342 -0.60534 0.467 -2.076 -0.960 -0.29
C 3.50886 -0.02719 -1.14662 0.285 0.134 -0.410 -0.07
H 0.08456 1.52889 1.42479 0.598 2.730 0.115 0.41
C -0.86267 1.58602 -1.32726 0.405 3.041 0.627 -0.06
H -3.52102 1.25037 0.47150 -0.963 -0.074 0.730 0.23
C -1.80506 2.20990 -0.52681 -0.221 1.971 0.426 -0.35
H -0.75789 -0.51594 -1.97093 -0.883 2.367 1.738 0.46

---

(4)
27
Properties=species:S:1:pos:R:3:forces:R:3:nbo_charge:R:1 method="wB97M-V/def2-TZVPD" homo_lumo_gap_ev=7.8057 de_lowest_kcal_mol=68.7 lumo_energy_ha=-0.14150 charge=+1 largest_force_ha_per_bohr=0.08724 total_energy_ev=-17438.490 homo_ha=-0.42836 multiplicity=1
C -0.92312 -0.78441 -0.44899 1.024 0.671 2.788 0.41
N 0.69555 -1.23160 1.03360 -2.556 -3.475 1.232 -0.42
H 1.52045 1.78914 -1.77235 0.528 0.294 -1.024 0.21
H 0.21357 -1.60381 -3.03125 -0.750 -1.214 0.417 0.25
H -0.00741 -3.29700 -2.48426 1.496 -2.488 -0.403 0.25
H 1.45631 -0.59858 1.28463 0.282 0.411 -0.704 0.47
N -0.82046 2.14225 0.62124 1.384 0.982 -1.044 -0.45
H 1.84020 1.04837 2.22598 0.792 0.066 0.756 0.18
C -0.12067 -1.83022 -1.01590 1.051 -1.283 0.450 -0.01
N -0.53226 -0.50766 0.79141 -0.509 -0.368 -0.573 -0.36
C -0.34231 -2.34345 -2.35704 0.872 2.926 -1.288 -0.65
H -1.56995 1.68119 2.91292 1.197 0.008 0.175 0.41
H -2.07508 -0.42209 -2.00250 -0.545 0.145 -0.663 0.41
N -0.53698 1.63439 2.84601 -2.752 -0.298 1.563 -0.77
C 0.85768 -2.15622 -0.15380 -1.905 2.982 0.566 -0.02
N 1.87652 1.36026 0.19315 0.015 0.028 2.151 -0.36
H -0.59012 2.83178 -1.30622 -0.953 0.584 -0.785 0.20
C 1.28938 1.45629 1.41137 1.610 -0.993 -1.383 -0.14
H -0.04711 1.20964 3.61196 0.052 -0.009 -0.043 0.40
C -0.10184 2.36661 -0.49866 -0.886 -1.049 0.447 0.05
C 1.16725 1.86232 -0.78309 -1.158 0.195 0.859 -0.10
N -1.89072 -0.13287 -1.07324 1.189 -2.296 -0.367 -0.73
H -2.28134 0.64660 -0.66280 -1.081 1.926 0.857 0.44
H -1.34856 -2.40661 -2.67955 -1.261 0.410 -0.064 0.24
H 0.53095 -1.82858 1.96263 0.303 1.320 -2.386 0.45
C -0.05709 1.66109 1.62046 0.646 2.163 -1.135 0.39
H 1.79717 -2.54682 -0.24573 1.915 -1.640 -0.397 0.24

---

Repeat the third record exactly.
27
Properties=species:S:1:pos:R:3:forces:R:3:nbo_charge:R:1 method="wB97M-V/def2-TZVPD" homo_lumo_gap_ev=8.5199 de_lowest_kcal_mol=64.2 lumo_energy_ha=-0.17045 charge=+1 largest_force_ha_per_bohr=0.11221 total_energy_ev=-17438.684 homo_ha=-0.48355 multiplicity=1
N -0.17193 -2.42412 -0.15275 -0.292 -0.918 -0.471 -0.83
N -0.21926 0.62325 1.40468 0.734 -2.817 -0.675 -0.64
H -0.55417 -1.67740 1.77850 -3.213 -0.357 3.097 0.19
H -0.95948 0.34572 2.00277 -0.714 -0.054 0.437 0.43
C 0.41342 -0.28694 0.69753 0.432 2.265 0.912 0.47
C 0.08342 -1.67468 1.01790 5.585 -0.339 -1.407 -0.27
C -2.65256 1.17573 -0.11128 0.589 0.720 -0.661 -0.05
H 1.13622 -1.97309 1.51966 -2.207 0.124 -1.050 0.25
N 3.21897 1.27048 -1.02115 0.698 -0.172 -0.363 -0.15
C 1.57784 0.05349 -0.07175 0.142 1.199 -0.844 -0.06
H 1.69180 2.33584 -0.22121 0.777 -2.300 -0.261 0.43
C 2.49984 -0.82011 -0.62536 -0.529 -0.721 0.185 -0.20
H 2.38356 -1.90956 -0.71179 0.229 0.748 0.305 0.26
H 4.41642 -0.37814 -1.62158 -0.134 0.352 0.000 0.24
N -1.14427 0.29923 -1.35079 -0.299 -3.208 -1.005 -0.37
H 0.04054 2.11331 -1.62237 -0.335 -0.747 -0.883 0.23
H -1.95486 3.30790 -0.23495 0.631 -1.877 -0.736 0.26
H -0.07145 -3.39922 0.05021 0.454 -0.678 -0.014 0.38
N 2.06905 1.35198 -0.41782 -1.530 0.282 1.516 -0.31
H -1.15095 -2.36426 -0.35976 -0.705 0.407 -0.351 0.38
N -2.26774 0.04342 -0.60534 0.467 -2.076 -0.960 -0.29
C 3.50886 -0.02719 -1.14662 0.285 0.134 -0.410 -0.07
H 0.08456 1.52889 1.42479 0.598 2.730 0.115 0.41
C -0.86267 1.58602 -1.32726 0.405 3.041 0.627 -0.06
H -3.52102 1.25037 0.47150 -0.963 -0.074 0.730 0.23
C -1.80506 2.20990 -0.52681 -0.221 1.971 0.426 -0.35
H -0.75789 -0.51594 -1.97093 -0.883 2.367 1.738 0.46

---

Copy entry 1 word for word.
25
Properties=species:S:1:pos:R:3:forces:R:3:nbo_charge:R:1 method="wB97M-V/def2-TZVPD" smiles="C#C[C@@H]1C[C@@H]1N.C=NNC(C)=O" homo_lumo_gap_ev=9.9645 de_lowest_kcal_mol=106.6 lumo_energy_ha=0.03423 largest_force_ha_per_bohr=0.04442 total_energy_ev=-15020.409 homo_ha=-0.33196 multiplicity=1
H -1.72552 -2.96713 -0.48163 -0.210 0.073 0.347 0.37
H 0.62350 -4.31251 -0.55674 -0.334 0.531 -0.341 0.19
H 0.64849 1.18179 3.32666 0.202 -0.342 -0.521 0.24
O 2.02908 1.78858 0.66743 1.013 -0.205 0.178 -0.57
H -0.90660 1.07212 -1.04931 -0.427 0.678 -0.050 0.23
N -1.28131 -3.47801 -1.22277 -0.120 -0.572 -0.112 -0.83
C 1.00070 1.71360 1.27164 -1.638 -0.291 0.215 0.71
H 0.31154 3.23670 0.17174 0.254 0.304 -0.405 0.36
H 0.84473 -0.27746 2.22332 0.066 0.685 -0.001 0.24
C -0.41132 0.15703 -0.97431 0.791 -2.096 0.446 -0.26
C 0.12973 -0.91961 -0.82704 -0.512 1.543 -0.771 0.01
N -0.00031 2.62539 0.90690 -0.038 1.468 -1.214 -0.47
H 1.86588 -3.30736 -2.52093 -0.347 0.087 0.034 0.21
H 0.30716 -2.49285 -3.07020 0.107 -0.027 0.408 0.24
H -0.58830 0.83322 2.14730 0.062 -0.643 0.362 0.26
H 1.73628 -2.23343 -0.26946 -0.117 0.239 -0.393 0.24
C 0.14341 -3.47346 -1.09810 0.504 -0.225 0.082 -0.04
C 0.87079 -2.14325 -0.92947 -0.301 -0.492 0.674 -0.33
N -1.30178 2.65247 1.20852 -0.624 -0.558 0.913 -0.23
C 0.48945 0.76185 2.31241 -0.171 0.044 0.437 -0.74
H -1.61564 -4.44142 -1.22387 -0.068 0.465 -0.006 0.37
H -3.18846 3.27775 1.06638 0.303 0.052 -0.323 0.19
C 0.89801 -2.88343 -2.24137 0.924 -0.319 -0.446 -0.40
C -2.18830 3.36818 0.63239 0.356 -0.296 0.243 -0.16
H -2.05667 4.03757 -0.22827 0.327 -0.102 0.246 0.16